[1]
{"formula": "C3H2O2S", "method": "ωB97M-V/def2-TZVPD", "e_above_lowest_kj_mol": 142.39, "energy_ha": -664.11176, "lumo_ha": -0.045, "multiplicity": 1, "homo_energy_ev": -9.498, "gap_ev": 8.266, "mol_weight_g_mol": 102.11, "elements": ["C", "C", "C", "H", "H", "O", "O", "S"], "positions_angstrom": [[1.238, -0.277, -0.452], [0.044, 0.521, -0.028], [-1.156, -0.116, 0.582], [1.969, 0.312, -1.093], [-1.070, -0.342, 1.625], [1.376, -1.412, -0.067], [0.062, 1.733, -0.168], [-2.463, -0.420, -0.398]], "mulliken_charge": [0.118, 0.549, -0.285, 0.327, 0.303, -0.427, -0.458, -0.125]}

=====

[2]
{"formula": "C4H14N4", "method": "ωB97M-V/def2-TZVPD", "e_above_lowest_kj_mol": 593.72, "energy_ha": -379.60767, "lumo_ha": 0.038, "multiplicity": 1, "homo_energy_ev": -7.986, "gap_ev": 9.032, "mol_weight_g_mol": 118.18, "elements": ["C", "C", "C", "C", "N", "N", "N", "N", "H", "H", "H", "H", "H", "H", "H", "H", "H", "H", "H", "H", "H", "H"], "positions_angstrom": [[-1.975, -1.433, -0.809], [0.354, -1.869, -0.207], [1.963, 0.915, 0.674], [-0.402, 1.347, 1.539], [0.188, 1.340, -1.524], [-0.571, -1.022, -0.992], [0.531, 0.629, 0.632], [-0.237, 0.524, -0.481], [-2.175, -1.639, 0.394], [-2.614, -0.505, -1.071], [-2.181, -2.321, -1.269], [0.016, -2.914, -0.260], [1.271, -1.917, -0.636], [0.473, -1.333, 0.888], [2.168, 1.792, 0.205], [2.118, 0.983, 1.676], [2.372, 0.067, 0.177], [-1.297, 0.763, 1.805], [0.037, 1.843, 2.493], [-0.721, 2.247, 0.973], [-0.404, 1.566, -2.279], [1.086, 0.935, -1.926]], "mulliken_charge": [-0.765, -0.844, -1.135, -0.829, -0.641, -0.208, 0.277, 0.040, 0.211, 0.254, 0.377, 0.358, 0.265, 0.308, 0.400, 0.383, 0.326, 0.258, 0.265, 0.290, 0.216, 0.194]}

=====

[3]
{"formula": "C7H8CrN2O4S", "method": "ωB97M-V/def2-TZVPD", "e_above_lowest_kj_mol": 0.00, "energy_ha": -2123.95271, "lumo_ha": [-0.357, -0.389], "multiplicity": 5, "homo_energy_ev": [-17.263, -17.700], "gap_ev": [7.548, 7.109], "mol_weight_g_mol": 268.21, "total_charge": 2, "elements": ["O", "C", "Cr", "O", "C", "C", "O", "C", "O", "C", "N", "C", "S", "N", "C", "H", "H", "H", "H", "H", "H", "H", "H"], "positions_angstrom": [[-1.595, 2.043, -1.228], [-1.154, 1.031, -0.765], [-0.469, -0.568, -0.066], [2.468, 1.626, -0.426], [1.600, 0.926, -0.411], [-0.134, -1.417, -1.690], [0.083, -1.951, -2.743], [0.896, -1.338, 0.976], [1.739, -1.843, 1.651], [-4.177, 1.313, 3.201], [-3.329, 0.905, 2.053], [-2.282, 0.084, 2.203], [-2.151, -1.241, 1.050], [-1.469, 0.155, 3.264], [-1.182, 1.445, 3.948], [-3.693, 1.053, 4.135], [-5.141, 0.807, 3.122], [-4.339, 2.391, 3.147], [-3.855, 0.766, 1.188], [-0.692, -0.504, 3.258], [-1.329, 1.295, 5.020], [-0.140, 1.720, 3.773], [-1.842, 2.220, 3.583]], "mulliken_charge": [-0.164, 0.469, 0.068, -0.011, 0.222, 0.487, -0.153, 0.392, -0.131, -1.013, -0.209, 0.632, -0.173, -0.210, -1.039, 0.426, 0.337, 0.341, 0.342, 0.257, 0.351, 0.320, 0.460]}

=====

[4]
{"formula": "C18H29AsO12SW", "method": "ωB97M-V/def2-TZVPD", "energy_ha": -4306.62882, "lumo_ha": [-0.232, -0.243], "multiplicity": 3, "homo_energy_ev": [-14.677, -15.422], "gap_ev": [8.367, 8.822], "mol_weight_g_mol": 728.25, "total_charge": 2, "elements": ["W", "C", "C", "O", "C", "C", "O", "C", "C", "O", "C", "C", "O", "C", "C", "O", "C", "C", "O", "H", "H", "H", "H", "H", "H", "H", "H", "H", "H", "H", "H", "H", "H", "H", "H", "H", "H", "H", "H", "H", "H", "H", "H", "O", "As", "O", "O", "C", "C", "C", "C", "C", "C", "S", "O", "O", "O", "H", "H", "H", "H", "H"], "positions_angstrom": [[0.546, 0.168, -0.045], [1.367, 3.130, -0.685], [1.395, 2.485, -2.040], [0.463, 1.367, -2.003], [-0.704, 1.557, -2.892], [-1.972, 1.715, -2.090], [-2.186, 0.604, -1.259], [-2.969, -0.451, -1.798], [-2.215, -1.272, -2.846], [-0.847, -1.236, -2.479], [-0.010, -2.217, -3.036], [1.370, -1.822, -2.574], [1.324, -1.691, -1.119], [2.318, -2.426, -0.384], [3.407, -1.450, 0.009], [2.783, -0.141, 0.103], [3.422, 0.718, 1.082], [3.153, 2.097, 0.561], [1.753, 2.078, 0.229], [0.367, 3.450, -0.397], [2.060, 3.965, -0.587], [2.383, 2.077, -2.262], [1.122, 3.172, -2.836], [-0.726, 0.688, -3.540], [-0.520, 2.444, -3.493], [-2.806, 1.876, -2.782], [-1.908, 2.588, -1.437], [-3.893, -0.054, -2.228], [-3.228, -1.074, -0.946], [-2.341, -0.871, -3.859], [-2.592, -2.299, -2.847], [-0.039, -2.221, -4.133], [-0.279, -3.216, -2.677], [1.665, -0.856, -2.986], [2.113, -2.572, -2.838], [2.704, -3.239, -0.996], [1.826, -2.858, 0.483], [4.204, -1.370, -0.731], [3.829, -1.716, 0.977], [4.488, 0.501, 1.111], [2.965, 0.535, 2.056], [3.741, 2.292, -0.339], [3.332, 2.875, 1.303], [0.771, 1.583, 3.163], [-0.877, 1.667, 2.558], [-1.619, 3.043, 2.908], [-0.560, 1.438, 0.820], [-1.816, 0.100, 3.158], [-2.815, 0.416, 4.066], [-3.554, -0.591, 4.690], [-3.291, -1.918, 4.420], [-2.300, -2.254, 3.502], [-1.580, -1.249, 2.879], [-0.451, -1.757, 1.656], [-0.937, -1.246, 0.306], [-0.216, -3.151, 1.730], [0.791, -0.873, 1.743], [0.881, 2.316, 3.789], [-3.020, 1.455, 4.292], [-4.330, -0.319, 5.393], [-3.850, -2.702, 4.912], [-2.093, -3.289, 3.269]], "mulliken_charge": [4.462, -0.975, -0.328, -0.725, -0.851, -0.570, -0.202, -0.783, -0.638, 0.044, -0.732, -0.622, -0.260, -0.715, -0.615, -0.568, -0.880, -0.542, -0.378, 0.190, 0.594, 0.269, 0.627, 0.267, 0.661, 0.582, 0.210, 0.557, 0.264, 0.321, 0.449, 0.434, 0.329, 0.066, 0.607, 0.749, 0.079, 0.313, 0.569, 0.701, 0.204, 0.440, 0.387, -0.522, 0.919, -0.671, -0.610, -0.491, -0.708, -0.683, -0.728, -0.584, 0.817, 1.078, -0.639, -0.636, -0.847, 0.310, 0.561, 0.447, 0.439, 0.561]}

=====

[5]
{"formula": "C4H12", "method": "ωB97M-V/def2-TZVPD", "e_above_lowest_kj_mol": 146.45, "energy_ha": -159.52919, "lumo_ha": 0.041, "multiplicity": 1, "homo_energy_ev": -10.420, "gap_ev": 11.545, "mol_weight_g_mol": 60.14, "elements": ["C", "C", "H", "H", "H", "H", "H", "H", "C", "C", "H", "H", "H", "H", "H", "H"], "positions_angstrom": [[0.617, 0.471, -1.311], [2.050, 0.445, -1.627], [0.178, 1.356, -1.946], [0.155, -0.446, -1.516], [0.313, 0.946, -0.235], [2.664, -0.397, -1.003], [2.599, 1.356, -1.333], [2.340, -0.141, -2.578], [-0.772, -0.851, 1.699], [-1.955, -0.067, 1.152], [0.043, -0.308, 1.415], [-0.791, -0.874, 2.789], [-0.595, -1.857, 1.391], [-1.824, 0.992, 1.462], [-2.153, -0.027, 0.108], [-2.872, -0.597, 1.531]], "mulliken_charge": [-0.553, -0.945, 0.259, 0.342, 0.059, 0.233, 0.301, 0.294, -0.869, -0.864, 0.250, 0.304, 0.316, 0.255, 0.327, 0.290]}

=====

[6]
{"formula": "C4H6N2O", "method": "ωB97M-V/def2-TZVPD", "e_above_lowest_kj_mol": 126.30, "energy_ha": -340.74681, "lumo_ha": 0.028, "multiplicity": 1, "homo_energy_ev": -7.391, "gap_ev": 8.155, "mol_weight_g_mol": 98.10, "elements": ["N", "C", "C", "O", "N", "C", "C", "H", "H", "H", "H", "H", "H"], "positions_angstrom": [[1.298, -1.597, 0.448], [0.402, -0.617, 0.006], [0.482, 0.734, 0.241], [1.093, 1.422, 1.265], [-0.511, 1.367, -0.476], [-1.275, 0.427, -1.106], [-0.757, -0.811, -0.803], [1.898, -1.270, 1.197], [0.856, -2.487, 0.674], [0.373, 1.510, 1.912], [-0.501, 2.362, -0.642], [-2.129, 0.718, -1.700], [-1.229, -1.759, -1.017]], "mulliken_charge": [-0.558, 0.655, -0.062, -0.534, -0.041, -0.667, -0.559, 0.246, 0.232, 0.320, 0.211, 0.409, 0.349]}